# 1
Here is C3H8N3OS as an isolated structure at a distorted geometry from OMol25. Energies are from ωB97M-V/def2-TZVPD.

Multiplicity: 1
Largest force on an atom, eV/Å: 5.0
HOMO, eV: -13.0
Gap between HOMO and LUMO, eV: 8.747
Total charge: +1
Relative energy (zero: lowest compared OMol25 entry of this formula, charge and spin), eV: 3.9962

Cartesian coordinates (Å):
1 C 2.063 -0.528 0.417
2 C -0.439 0.506 0.202
3 C -1.380 -1.522 -0.450
4 N 1.295 -0.098 1.504
5 N 0.179 0.332 1.399
6 N -0.565 1.899 -0.230
7 O -1.535 -0.123 -0.110
8 S 1.383 -0.166 -1.117
9 H 3.007 -0.011 0.519
10 H 1.978 -1.667 0.606
11 H -2.429 -1.920 -0.641
12 H -0.821 -2.120 0.447
13 H -0.754 -1.542 -1.475
14 H -1.224 2.408 0.384
15 H -1.091 1.988 -1.081
16 H 0.333 2.566 -0.375

# 2
Here is C8H16IrN3O5PS3 as an isolated structure at a distorted geometry from OMol25. Energies are from ωB97M-V/def2-TZVPD.

Multiplicity: 2
Largest force on an atom, eV/Å: 2.6
HOMO (alpha / beta), eV: -15.9 / -15.9
Gap between HOMO and LUMO (alpha / beta), eV: 7.467 / 6.487
Total charge: +2
Relative energy (zero: lowest compared OMol25 entry of this formula, charge and spin), eV: 2.8123

Cartesian coordinates (Å):
1 Ir 0.102 1.146 1.874
2 O 0.118 4.286 3.996
3 S 0.139 3.050 3.343
4 O -0.699 1.896 3.821
5 O -0.372 3.054 1.820
6 O 1.453 2.356 3.064
7 C 0.548 -1.666 -2.612
8 N -0.520 -0.554 -2.623
9 C 0.081 0.676 -3.352
10 N 1.294 1.066 -2.737
11 C 2.264 -0.028 -2.736
12 N 1.742 -1.192 -2.013
13 C 1.664 -1.000 -0.568
14 P 0.490 0.386 -0.226
15 C -0.954 -0.215 -1.227
16 C 1.125 1.648 -1.409
17 H 0.716 -1.933 -3.655
18 H 0.124 -2.514 -2.074
19 H -1.335 -0.880 -3.148
20 H -0.671 1.463 -3.320
21 H 0.245 0.356 -4.381
22 H 3.187 0.305 -2.267
23 H 2.480 -0.321 -3.763
24 H 2.648 -0.742 -0.174
25 H 1.342 -1.920 -0.078
26 H -1.725 0.555 -1.277
27 H -1.394 -1.107 -0.779
28 H 2.084 2.020 -1.046
29 H 0.437 2.497 -1.430
30 C -1.769 -2.572 4.169
31 O -1.560 -1.680 3.017
32 C -2.303 -0.632 2.937
33 S -3.456 -0.012 3.923
34 S -2.108 0.541 1.669
35 H -0.969 -3.299 4.113
36 H -2.742 -3.046 4.064
37 H -1.705 -1.988 5.085

# 3
Here is one molecule with the formula CH2F2S2 at a distorted geometry from OMol25. Energies are from ωB97M-V/def2-TZVPD.

Multiplicity: 3
Largest force on an atom, eV/Å: 5.7
HOMO (alpha / beta), eV: -5.2 / -9.8
Gap between HOMO and LUMO (alpha / beta), eV: 5.933 / 6.638
Total charge: 0
Relative energy (zero: lowest compared OMol25 entry of this formula, charge and spin), eV: 0.7862

Cartesian coordinates (Å):
1 C 1.016 0.325 -0.322
2 F 0.983 1.384 0.491
3 F 1.524 -0.699 0.355
4 S -1.717 -1.207 0.558
5 S -0.859 -0.092 -0.881
6 H 1.590 0.541 -1.226
7 H -2.538 -0.251 1.026

# 4
Here is C23H15AsFeO6 as an isolated structure at a distorted geometry from OMol25. Energies are from ωB97M-V/def2-TZVPD.

Multiplicity: 5
Largest force on an atom, eV/Å: 9.6
HOMO (alpha / beta), eV: -15.1 / -15.1
Gap between HOMO and LUMO (alpha / beta), eV: 6.964 / 4.773
Total charge: +2

Cartesian coordinates (Å):
1 O -2.370 -2.524 -1.244
2 C -1.669 -1.746 -0.705
3 Fe 0.312 0.290 0.170
4 O -2.568 -0.289 0.714
5 C -1.556 -0.545 0.051
6 C 1.267 -0.682 -0.967
7 O 2.058 -1.257 -1.599
8 C -0.137 1.338 -1.164
9 O -0.140 2.310 -1.795
10 C 0.770 -0.936 1.358
11 O 1.219 -1.436 2.307
12 O 0.779 1.764 1.143
13 As 2.072 2.594 1.951
14 C 2.538 3.998 0.725
15 C 2.199 5.340 0.960
16 C 2.529 6.321 0.010
17 C 3.233 5.962 -1.154
18 C 3.558 4.615 -1.385
19 C 3.219 3.642 -0.440
20 C 1.047 3.257 3.410
21 C -0.317 2.945 3.423
22 C -1.131 3.448 4.433
23 C -0.585 4.262 5.429
24 C 0.784 4.559 5.432
25 C 1.614 4.050 4.422
26 C 3.370 1.260 2.471
27 C 3.632 1.011 3.830
28 C 4.677 0.145 4.193
29 C 5.450 -0.476 3.205
30 C 5.174 -0.238 1.853
31 C 4.128 0.623 1.488
32 H 1.666 5.621 1.868
33 H 2.245 7.372 0.169
34 H 3.546 6.735 -1.872
35 H 4.079 4.330 -2.305
36 H 3.472 2.603 -0.619
37 H -0.723 2.320 2.634
38 H -2.189 3.192 4.420
39 H -1.233 4.666 6.204
40 H 1.217 5.187 6.213
41 H 2.690 4.264 4.411
42 H 3.019 1.487 4.600
43 H 4.891 -0.037 5.252
44 H 6.274 -1.136 3.487
45 H 5.776 -0.715 1.077
46 H 3.907 0.793 0.435

# 5
Here is a 5-piece molecular cluster, C19H49O9P overall from OMol25. Energies are from ωB97M-V/def2-TZVPD.

Multiplicity: 1
Largest force on an atom, eV/Å: 0.8
HOMO, eV: -9.8
Gap between HOMO and LUMO, eV: 10.102
Total charge: 0
SMILES string: COCCCCCCOP(=O)(O)O.CC(C)O.CC(C)O.CC(C)O.CC(C)O

Cartesian coordinates (Å):
1 C 9.762 -3.156 0.475
2 O 8.798 -2.495 1.254
3 C 8.412 -1.258 0.679
4 C 7.316 -0.640 1.544
5 C 6.016 -0.275 0.790
6 C 4.812 -1.015 1.389
7 C 3.502 -0.599 0.723
8 C 2.327 -1.580 0.917
9 O 2.729 -2.726 1.680
10 P 1.627 -3.775 2.189
11 O 1.488 -3.785 3.642
12 O 2.141 -5.155 1.570
13 O 0.302 -3.549 1.362
14 H 10.196 -3.957 1.066
15 H 9.323 -3.573 -0.437
16 H 10.570 -2.478 0.180
17 H 8.071 -1.426 -0.347
18 H 9.291 -0.605 0.649
19 H 7.081 -1.391 2.299
20 H 7.692 0.227 2.082
21 H 5.836 0.798 0.818
22 H 6.123 -0.616 -0.240
23 H 5.003 -2.081 1.305
24 H 4.762 -0.751 2.446
25 H 3.654 -0.428 -0.342
26 H 3.197 0.348 1.167
27 H 1.940 -1.895 -0.052
28 H 1.512 -1.061 1.427
29 H 3.068 -5.054 1.338
30 H -0.039 -2.643 1.397
31 C -3.928 -0.710 1.913
32 C -2.953 -1.624 1.194
33 C -3.619 -2.902 0.711
34 O -1.847 -1.935 2.048
35 H -4.335 -1.199 2.803
36 H -3.422 0.196 2.246
37 H -4.756 -0.426 1.263
38 H -2.524 -1.093 0.342
39 H -4.015 -3.467 1.560
40 H -2.899 -3.541 0.198
41 H -4.442 -2.684 0.029
42 H -2.180 -2.413 2.815
43 C -2.103 4.459 2.489
44 C -1.564 3.409 1.530
45 C -0.936 2.241 2.273
46 O -0.617 3.996 0.633
47 H -1.294 4.870 3.099
48 H -2.553 5.285 1.937
49 H -2.856 4.036 3.155
50 H -2.376 3.042 0.905
51 H -0.087 2.578 2.875
52 H -0.562 1.498 1.568
53 H -1.657 1.759 2.934
54 H 0.115 4.333 1.160
55 C -5.712 2.170 -2.227
56 C -5.736 2.589 -0.767
57 C -6.413 3.936 -0.569
58 O -4.404 2.624 -0.246
59 H -5.148 2.893 -2.822
60 H -5.224 1.208 -2.342
61 H -6.723 2.102 -2.634
62 H -6.258 1.832 -0.179
63 H -5.874 4.714 -1.117
64 H -6.417 4.215 0.485
65 H -7.443 3.917 -0.929
66 H -3.912 3.287 -0.743
67 C -2.434 -1.184 -5.218
68 C -3.048 0.197 -5.044
69 C -2.091 1.296 -5.480
70 O -3.450 0.397 -3.689
71 H -1.535 -1.279 -4.601
72 H -3.135 -1.957 -4.903
73 H -2.156 -1.367 -6.256
74 H -3.966 0.261 -5.629
75 H -1.184 1.272 -4.870
76 H -2.550 2.276 -5.351
77 H -1.804 1.180 -6.526
78 H -2.662 0.348 -3.137

# 6
Here is C22H35IrNO3P2S as an isolated structure at a distorted geometry from OMol25. Energies are from ωB97M-V/def2-TZVPD.

Multiplicity: 6
Largest force on an atom, eV/Å: 6.0
HOMO (alpha / beta), eV: -11.4 / -13.9
Gap between HOMO and LUMO (alpha / beta), eV: 6.199 / 4.631
Total charge: +2
Relative energy (zero: lowest compared OMol25 entry of this formula, charge and spin), eV: 1.5691

Cartesian coordinates (Å):
1 P 0.526 -2.850 -0.270
2 P -0.051 2.875 1.309
3 C -0.298 0.944 -0.825
4 C 0.567 2.100 -0.285
5 H -1.047 0.605 -0.089
6 H -0.871 1.432 -1.629
7 H 1.637 1.864 -0.165
8 H 0.481 2.945 -0.986
9 C -1.797 3.204 1.181
10 H -1.930 4.273 0.983
11 H -2.305 2.951 2.117
12 H -2.252 2.635 0.363
13 C 0.895 4.248 1.957
14 H 0.604 5.165 1.413
15 H 1.976 4.088 1.840
16 H 0.658 4.387 3.025
17 C -0.484 -4.319 -0.638
18 H -0.285 -5.048 0.152
19 H -0.247 -4.740 -1.615
20 H -1.541 -4.040 -0.622
21 C 2.230 -3.465 -0.465
22 H 2.787 -3.165 0.425
23 H 2.704 -3.016 -1.342
24 H 2.227 -4.554 -0.564
25 Ir 0.046 -0.409 -2.366
26 C 0.569 0.618 -3.927
27 C -0.830 0.921 -3.815
28 C -2.023 0.136 -4.235
29 C -1.639 -1.341 -4.485
30 C -0.753 -1.895 -3.383
31 C 0.704 -2.040 -3.373
32 C 1.687 -1.527 -4.376
33 C 1.212 -0.209 -5.009
34 C 0.400 -2.809 1.539
35 H 1.224 1.379 -3.501
36 H -1.018 1.980 -3.607
37 H -2.532 0.579 -5.096
38 H -2.754 0.182 -3.407
39 H -2.561 -1.944 -4.469
40 H -1.198 -1.450 -5.481
41 H -1.235 -2.649 -2.758
42 H 1.032 -2.929 -2.841
43 H 1.979 -2.283 -5.108
44 H 2.602 -1.317 -3.803
45 H 2.085 0.350 -5.357
46 H 0.552 -0.381 -5.860
47 H 1.351 -2.458 1.943
48 H 0.165 -3.824 1.872
49 H -0.385 -2.107 1.844
50 O -1.919 0.141 2.069
51 C -1.022 0.681 2.733
52 N 0.061 1.402 2.198
53 S 1.526 0.906 3.065
54 O 1.918 -0.374 2.524
55 O 2.468 1.994 3.057
56 C 0.521 0.810 4.516
57 C 0.885 1.305 5.752
58 C -0.130 1.551 6.684
59 C -1.480 1.329 6.373
60 C -1.843 0.846 5.118
61 C -0.826 0.644 4.186
62 H 1.940 1.518 5.953
63 H 0.144 1.939 7.660
64 H -2.247 1.547 7.102
65 H -2.861 0.666 4.797

# 7
Here is an isolated ion of composition C4H11N4 and charge +1 at a distorted geometry from OMol25. Energies are from ωB97M-V/def2-TZVPD.

Multiplicity: 1
Largest force on an atom, eV/Å: 4.0
HOMO, eV: -14.5
Gap between HOMO and LUMO, eV: 9.908
Total charge: +1
SMILES string: [H]/N=C(/CC)N(C)N=[NH2+]
Relative energy (zero: lowest compared OMol25 entry of this formula, charge and spin), eV: 4.8332

Cartesian coordinates (Å):
1 H 0.698 -2.704 1.096
2 N -0.096 -1.991 0.989
3 C -0.202 -0.869 0.531
4 C -1.476 -0.158 0.392
5 C -1.481 1.032 -0.589
6 N 0.837 -0.160 -0.218
7 C 1.388 -0.802 -1.362
8 N 1.384 0.891 0.227
9 N 1.005 1.509 1.298
10 H -2.166 -1.013 0.004
11 H -1.709 0.040 1.444
12 H -1.301 0.646 -1.728
13 H -2.432 1.436 -0.519
14 H -0.777 1.801 -0.324
15 H 2.272 -0.244 -1.766
16 H 1.537 -1.934 -1.059
17 H 0.552 -0.838 -1.942
18 H 1.825 2.080 1.571
19 H 0.141 1.276 1.956

# 8
Here is a 7-piece molecular cluster, H14O6S overall from OMol25. Energies are from ωB97M-V/def2-TZVPD.

Multiplicity: 1
Largest force on an atom, eV/Å: 0.8
HOMO, eV: -9.6
Gap between HOMO and LUMO, eV: 9.920
Total charge: 0
SMILES string: O.O.O.O.O.O.S
Relative energy (zero: lowest compared OMol25 entry of this formula, charge and spin), eV: 1.1990

Cartesian coordinates (Å):
1 O -0.469 -1.998 -1.311
2 H -0.316 -2.707 -1.948
3 H -0.199 -1.215 -1.810
4 O 4.234 4.794 -0.570
5 H 4.357 5.325 0.232
6 H 4.067 5.408 -1.291
7 O -3.618 -1.335 -0.944
8 H -2.697 -1.536 -0.724
9 H -3.930 -2.188 -1.275
10 O -1.029 -2.310 1.824
11 H -0.842 -2.994 2.480
12 H -0.311 -2.325 1.180
13 O -1.686 0.930 -0.331
14 H -2.216 0.391 0.270
15 H -2.379 1.351 -0.853
16 O 0.368 0.532 1.926
17 H 0.385 -0.095 1.190
18 H -0.206 0.034 2.525
19 S 2.168 0.075 -0.831
20 H 2.243 -0.977 0.001
21 H 2.077 0.841 0.260

# 9
Here is a 2-piece molecular cluster, C3H3N3O overall at a distorted geometry from OMol25. Energies are from ωB97M-V/def2-TZVPD.

Multiplicity: 1
Largest force on an atom, eV/Å: 1.9
HOMO, eV: -9.7
Gap between HOMO and LUMO, eV: 10.175
Total charge: 0
SMILES string: N=C=CC=O.N#N
Relative energy (zero: lowest compared OMol25 entry of this formula, charge and spin), eV: 0.8287

Cartesian coordinates (Å):
1 N -1.976 0.408 0.151
2 C -0.895 0.506 -0.391
3 C 0.261 0.743 -0.997
4 C 1.555 0.614 -0.321
5 O 1.725 0.249 0.824
6 H -2.439 -0.498 0.176
7 H 0.227 1.049 -2.037
8 H 2.416 0.888 -0.965
9 N -0.956 -2.041 1.606
10 N 0.082 -1.917 1.955

# 10
Here is one molecule with the formula C2H3N3O2 at a distorted geometry from OMol25. Energies are from ωB97M-V/def2-TZVPD.

Multiplicity: 1
Largest force on an atom, eV/Å: 6.7
HOMO, eV: -8.5
Gap between HOMO and LUMO, eV: 9.049
Total charge: 0
SMILES string: O/N=c1\nco[nH]1
Relative energy (zero: lowest compared OMol25 entry of this formula, charge and spin), eV: 5.7510

Cartesian coordinates (Å):
1 O 1.829 1.476 1.058
2 N 0.684 1.438 0.431
3 C 0.160 0.435 0.073
4 N 0.661 -0.870 -0.127
5 C -0.481 -1.460 -0.538
6 O -1.529 -0.772 -0.408
7 N -1.184 0.528 -0.323
8 H 2.293 0.710 0.663
9 H -0.581 -2.398 -1.215
10 H -1.852 0.914 0.386

# 11
Here is a 2-piece molecular cluster, C4H5Br overall at a distorted geometry from OMol25. Energies are from ωB97M-V/def2-TZVPD.

Multiplicity: 1
Largest force on an atom, eV/Å: 4.4
HOMO, eV: -8.4
Gap between HOMO and LUMO, eV: 9.375
Total charge: 0
SMILES string: C=C1C=C1.Br
Relative energy (zero: lowest compared OMol25 entry of this formula, charge and spin), eV: 2.4919

Cartesian coordinates (Å):
1 C -0.567 1.408 -0.058
2 C -0.648 0.082 -0.026
3 C -0.569 -1.217 -0.741
4 C -0.861 -1.297 0.534
5 H -0.814 2.136 0.711
6 H -0.227 1.932 -0.885
7 H -0.443 -1.870 -1.589
8 H -1.069 -1.977 1.319
9 Br 2.793 0.065 -0.152
10 H 2.405 0.739 0.887

# 12
Here is C34H51CaN2O3SeSi as an isolated structure from OMol25. Energies are from ωB97M-V/def2-TZVPD.

Multiplicity: 1
Largest force on an atom, eV/Å: 0.1
HOMO, eV: -4.3
Gap between HOMO and LUMO, eV: 6.883
Total charge: -1
Relative energy (zero: lowest compared OMol25 entry of this formula, charge and spin), eV: 0.3898

Cartesian coordinates (Å):
1 Ca -0.202 0.790 0.423
2 C 1.580 -4.805 1.491
3 C 0.635 -4.038 0.594
4 C -0.601 -3.601 1.068
5 C -0.988 -3.754 2.519
6 C -1.503 -2.976 0.198
7 C -2.841 -2.520 0.734
8 C -1.167 -2.789 -1.145
9 C -2.153 -2.132 -2.080
10 C 0.088 -3.198 -1.615
11 C 0.440 -3.004 -3.070
12 C 1.002 -3.778 -0.733
13 C 2.406 -4.100 -1.194
14 H 2.333 -4.156 1.949
15 H 2.109 -5.573 0.927
16 H 1.046 -5.308 2.294
17 H -1.645 -4.616 2.681
18 H -1.519 -2.867 2.860
19 H -0.119 -3.871 3.163
20 H -2.737 -1.600 1.320
21 H -3.276 -3.270 1.395
22 H -3.555 -2.330 -0.063
23 H -2.979 -2.810 -2.322
24 H -1.687 -1.821 -3.010
25 H -2.582 -1.239 -1.624
26 H 0.637 -1.951 -3.293
27 H -0.384 -3.320 -3.711
28 H 1.309 -3.591 -3.359
29 H 2.471 -5.079 -1.680
30 H 3.105 -4.097 -0.360
31 H 2.758 -3.355 -1.905
32 C -2.866 1.332 -3.365
33 C -1.672 1.542 -2.452
34 C -1.103 2.948 -2.590
35 O -2.062 1.320 -1.077
36 C -0.534 0.528 -2.749
37 O -0.293 0.286 -3.931
38 O 0.054 0.063 -1.725
39 H -3.649 2.062 -3.139
40 H -3.273 0.328 -3.244
41 H -2.554 1.451 -4.401
42 H -1.881 3.699 -2.416
43 H -0.701 3.083 -3.595
44 H -0.287 3.108 -1.882
45 H -2.641 2.035 -0.788
46 C -3.103 3.774 0.868
47 C -2.798 2.932 2.079
48 C -3.388 3.217 3.295
49 C -3.066 2.396 4.381
50 C -2.184 1.363 4.225
51 C -1.584 1.123 2.953
52 N -1.942 1.921 1.903
53 N -0.678 0.170 2.698
54 Si 0.496 -0.356 3.842
55 C 1.784 -1.312 2.878
56 C 1.336 1.103 4.676
57 C -0.145 -1.443 5.253
58 H -3.507 4.743 1.155
59 H -3.856 3.286 0.239
60 H -2.199 3.934 0.279
61 H -4.069 4.050 3.397
62 H -3.515 2.580 5.351
63 H -1.930 0.715 5.053
64 H 2.339 -0.614 2.243
65 H 1.324 -2.069 2.240
66 H 2.504 -1.801 3.540
67 H 1.852 1.721 3.938
68 H 2.073 0.758 5.407
69 H 0.613 1.733 5.200
70 H -0.825 -2.223 4.906
71 H -0.668 -0.857 6.013
72 H 0.699 -1.933 5.749
73 C 2.832 2.220 -5.250
74 C 2.817 2.283 -3.747
75 C 2.504 3.453 -3.072
76 C 2.367 3.490 -1.686
77 C 1.998 4.788 -1.023
78 C 2.541 2.315 -0.942
79 Se 2.182 2.305 0.952
80 C 2.934 1.140 -1.607
81 C 3.175 -0.147 -0.870
82 C 3.059 1.146 -2.990
83 H 2.799 3.219 -5.688
84 H 1.962 1.661 -5.605
85 H 3.726 1.715 -5.620
86 H 2.333 4.364 -3.639
87 H 1.976 5.597 -1.755
88 H 2.702 5.036 -0.228
89 H 1.019 4.721 -0.540
90 H 2.232 -0.630 -0.590
91 H 3.742 0.020 0.046
92 H 3.710 -0.851 -1.510
93 H 3.308 0.218 -3.495